[1]
A molecular structure, C45H47GeN3SSiV. Source: the OMol25 dataset; level of theory: ωB97M-V/def2-TZVPD.

```
99
Properties=species:S:1:pos:R:3
Ge -1.91 0.88 0.62
V 0.52 0.79 -0.23
S -0.60 -2.21 -1.06
Si 2.30 -0.29 1.21
N 0.90 2.67 0.78
N 1.31 1.71 -1.97
N 0.43 -0.94 -1.20
C -4.86 -1.40 -2.30
C 2.98 2.35 4.99
C 0.82 3.08 -2.29
C 0.58 3.96 0.09
C -2.44 0.42 3.48
C -4.08 -0.35 -2.78
C 1.30 -5.30 0.63
C 3.60 -0.38 -0.13
C -2.37 4.74 2.28
C 5.16 0.61 -1.71
C -1.63 -1.42 4.79
C -3.16 5.40 1.35
C -4.77 -1.77 -0.97
C -2.41 -3.02 -5.13
C -1.55 -1.94 -4.98
C -3.90 -1.11 -0.11
C -2.03 3.41 2.08
C 2.09 -5.78 -0.40
C 2.66 0.75 2.71
C -3.62 4.72 0.23
C 4.78 -1.76 -1.75
C -1.75 -0.04 2.35
C 1.22 -4.12 -1.90
C 1.28 4.09 -1.25
C 5.42 -0.64 -2.25
C -1.27 -2.50 -2.68
C -3.11 -0.06 -0.58
C -2.70 -3.84 -4.04
C 1.85 0.55 3.84
C 0.45 -4.22 0.41
C -0.98 -1.67 -3.75
C -0.95 -1.91 3.69
C -1.01 -1.22 2.48
C 0.44 -3.64 -0.85
C 2.05 -5.20 -1.66
C -2.13 -3.58 -2.81
C 3.78 2.55 3.88
C -3.29 3.39 0.03
C -2.48 2.72 0.95
C 3.87 -1.63 -0.70
C 4.26 0.73 -0.66
C -2.38 -0.26 4.68
C 2.01 1.35 4.97
C 3.62 1.76 2.75
C -3.20 0.30 -1.93
H 6.13 -0.74 -3.06
H -2.86 -3.23 -6.09
H 1.39 1.18 5.84
H 2.33 1.74 -1.88
H -3.43 6.44 1.50
H -2.93 0.11 5.53
H -0.50 4.00 -0.03
H -3.05 1.32 3.41
H -3.85 -1.40 0.93
H 1.88 -1.66 1.59
H 4.99 -2.74 -2.16
H -2.35 -4.22 -1.96
H -1.33 -1.31 -5.83
H 4.08 1.72 -0.24
H 3.39 -2.52 -0.30
H -0.47 -1.61 1.63
H -0.28 3.04 -2.32
H 5.67 1.49 -2.09
H 1.32 -5.78 1.60
H -4.26 5.23 -0.49
H 0.87 4.79 0.74
H 1.17 3.37 -3.28
H -0.19 -3.85 1.20
H 1.14 1.10 -2.76
H 4.55 3.32 3.90
H 1.06 5.09 -1.64
H 2.37 4.04 -1.14
H -0.36 -2.81 3.77
H -3.37 -4.68 -4.15
H -5.54 -1.91 -2.96
H -2.60 1.12 -2.32
H -3.67 2.87 -0.84
H 1.15 -3.67 -2.88
H -2.03 5.26 3.16
H 0.38 2.66 1.66
H 2.74 -6.63 -0.23
H 1.20 -1.18 -1.82
H 1.10 -0.22 3.85
H -1.60 -1.96 5.73
H 3.11 2.96 5.87
H 2.66 -5.59 -2.47
H -1.44 2.91 2.84
H 4.29 1.92 1.91
H 1.88 2.70 1.09
H -0.32 -0.82 -3.62
H -5.39 -2.57 -0.59
H -4.15 -0.05 -3.82
```

Calculated values
total charge = +2
energy above the lowest of the compared OMol25 structures with the same formula, charge and spin = 0.0 kJ/mol
maximum force = 0.00751 Eh/bohr
spin multiplicity = 2
frontier orbital gap (spin up / spin down) = 6.9 / 7.7 eV
HOMO level (spin up / spin down) = -13.3 / -12.8 eV
<S²> = 1.15


[2]
A molecular structure, C45H47N3O6P2SrTe. Source: the OMol25 dataset; level of theory: ωB97M-V/def2-TZVPD.

```
105
Properties=species:S:1:pos:R:3
Te 4.28 0.77 -1.25
Sr -1.12 0.95 1.74
P -2.58 -1.73 -0.05
P 6.11 -0.96 -1.05
O 1.11 -0.45 1.14
O -0.33 -0.52 3.65
O -0.83 1.76 -0.61
O 3.01 -4.00 3.67
O 1.09 -2.39 5.45
O 3.24 -2.44 1.11
N -0.71 3.43 1.16
N -1.08 2.59 3.73
N -0.92 3.90 -0.05
C -5.39 -4.62 0.88
C -0.42 4.73 4.62
C 0.44 -1.74 -2.78
C -0.86 2.93 -1.00
C -3.92 -0.62 -0.34
C -0.07 4.38 -4.96
C 0.00 5.74 1.87
C -5.13 1.42 0.39
C -1.09 -3.51 -3.48
C 6.54 -0.52 0.63
C 4.80 0.64 -3.38
C -4.76 -3.48 0.39
C -3.98 0.10 2.07
C -3.36 -3.29 0.49
C -1.66 -2.16 -1.60
C -1.23 -3.97 1.70
C -0.71 5.24 -4.03
C -5.58 0.41 -1.76
C 7.57 -0.64 -2.08
C -0.75 3.92 3.50
C -0.42 -1.42 -1.78
C 2.48 -2.97 3.36
C -4.66 -0.62 -1.47
C 1.44 -1.17 2.12
C -0.65 3.45 -2.38
C 1.40 -2.16 4.29
C -4.36 0.29 0.72
C -0.57 2.80 6.06
C 0.18 3.06 -4.61
C -5.75 1.48 -0.85
C -3.40 -3.84 -2.56
C 2.48 -2.22 2.06
C -2.63 -4.23 1.22
C 5.72 -2.72 -1.03
C 0.76 -1.18 3.39
C -0.89 4.81 -2.73
C -4.65 -5.60 1.53
C 0.12 -2.85 -3.62
C -0.08 2.57 -3.30
C -1.07 2.09 4.98
C -0.30 4.11 5.85
C -3.29 -5.38 1.64
C -0.54 4.35 2.17
C -2.02 -3.18 -2.52
C 4.89 2.80 -0.81
H -0.62 6.54 2.24
H 7.90 0.39 -1.98
H 6.33 0.52 0.83
H 5.27 2.83 0.23
H 5.62 3.15 -1.57
H -1.32 -4.33 -4.15
H -0.65 -4.90 1.96
H -6.11 0.49 -2.70
H -2.71 -6.16 2.12
H 6.63 -3.38 -1.07
H 0.24 5.88 0.85
H -3.51 -0.87 2.47
H 0.63 2.38 -5.35
H 0.14 1.57 -3.00
H 5.86 -1.08 1.30
H 0.82 -3.01 -4.41
H -4.24 -3.18 -2.51
H -3.37 -4.60 -1.78
H 0.13 4.79 6.62
H 3.96 3.41 -0.91
H 8.35 -1.35 -1.68
H -1.22 -3.49 2.73
H 7.57 -0.83 0.90
H -6.46 -4.75 0.69
H -1.17 5.49 -1.96
H -5.35 -2.82 -0.23
H -6.35 2.34 -1.15
H -4.42 -1.41 -2.23
H -5.39 2.14 1.13
H -5.11 -6.50 1.96
H 4.42 1.59 -3.81
H 5.88 0.59 -3.58
H 5.22 -2.96 -0.08
H -4.43 0.69 2.83
H 0.95 5.93 2.50
H -0.63 -3.36 1.02
H 1.37 -1.21 -2.86
H 7.46 -0.79 -3.16
H 4.27 -0.23 -3.83
H -0.31 -0.58 -1.02
H -1.05 6.23 -4.37
H -3.43 -4.35 -3.46
H 0.17 4.77 -5.93
H -1.54 1.12 5.20
H 5.00 -2.93 -1.85
H -0.37 2.29 7.03
H -0.33 5.78 4.49
```

Calculated values
total charge = -2
energy above the lowest of the compared OMol25 structures with the same formula, charge and spin = 361.9 kJ/mol
maximum force = 0.07485 Eh/bohr
frontier orbital gap = 4.1 eV
HOMO level = -0.7 eV


[3]
A molecular structure, C45H48As2MoN2O3S. Source: the OMol25 dataset; level of theory: ωB97M-V/def2-TZVPD.

```
102
Properties=species:S:1:pos:R:3
Mo -0.82 -1.35 -1.20
As 0.08 1.03 -0.63
As -2.53 -0.07 0.38
S -2.39 -3.15 -0.65
O -0.37 -2.52 -2.83
O -2.46 -0.56 -2.26
O 0.72 -0.94 -4.04
N 2.95 0.50 -0.27
N -3.45 -1.50 -2.48
C 6.13 -0.04 1.53
C 3.98 3.12 0.93
C 0.70 0.47 2.06
C 0.28 1.47 1.19
C -4.39 -1.10 -3.37
C -4.36 -0.78 0.42
C -4.63 -3.49 -2.11
C 4.17 -0.04 0.21
C 1.86 -2.44 -0.34
C 3.27 -2.23 -0.89
C 3.71 2.64 -3.20
C 2.83 1.31 -1.38
C -2.11 -1.10 3.06
C -5.59 -3.08 -3.00
C -2.64 1.78 -0.25
C -2.49 0.05 5.11
C -2.46 0.08 2.37
C -1.43 2.11 -1.12
C -7.00 -1.54 0.63
C 4.33 1.95 3.11
C -6.05 -2.10 1.47
C -0.03 2.69 1.71
C 0.19 2.95 3.08
C 0.92 -1.92 -5.16
C -2.13 -1.11 4.43
C 4.26 -1.43 -0.05
C -6.65 -0.55 -0.30
C -3.56 -2.65 -1.78
C 3.90 1.71 -2.19
C 2.47 3.29 -3.32
C -5.32 -0.17 -0.37
C 0.11 -1.39 -3.00
C 5.05 0.68 1.06
C 0.60 1.94 3.90
C 6.24 -1.44 1.28
C -4.71 -1.80 1.34
C 0.93 0.69 3.38
C -2.88 1.19 3.05
C -2.91 1.19 4.41
C 4.85 2.08 1.66
C 1.56 1.84 -1.67
C 5.32 -2.14 0.50
C 1.38 2.82 -2.62
C -5.49 -1.84 -3.63
C 3.25 -1.74 -2.37
H 1.74 -2.62 -4.98
H 3.99 4.07 1.44
H 0.75 2.23 4.95
H 0.87 -0.55 1.63
H -1.82 -1.98 2.54
H -7.40 -0.09 -0.93
H 3.76 -3.23 -0.89
H 4.89 1.26 -2.11
H 3.36 1.53 3.27
H -2.68 2.30 0.70
H -6.43 -3.78 -3.23
H 4.29 3.32 -0.06
H -8.02 -1.78 0.83
H -6.29 -1.55 -4.28
H -1.84 -2.02 4.99
H 6.86 0.46 2.15
H 1.36 -1.46 -0.31
H 1.89 -2.78 0.68
H 1.31 -3.19 -0.95
H 0.41 3.29 -2.77
H -1.24 3.23 -1.07
H 2.40 -1.08 -2.54
H 2.91 2.87 0.86
H -4.67 -4.43 -1.60
H -4.01 -2.15 2.06
H -0.36 3.44 0.98
H -3.62 1.90 -0.73
H 1.32 -0.10 4.01
H -4.16 -0.18 -3.81
H -6.35 -2.83 2.24
H 0.07 3.91 3.51
H 7.06 -1.94 1.78
H -5.02 0.56 -1.12
H -1.65 1.85 -2.18
H 5.34 -3.22 0.38
H 4.16 -1.27 -2.64
H 4.36 2.88 3.67
H 5.84 2.58 1.75
H 4.98 1.27 3.66
H 2.42 0.88 0.53
H 3.08 -2.59 -2.99
H -0.03 -2.45 -5.25
H 2.32 4.15 -3.94
H 1.05 -1.30 -6.04
H 4.58 2.96 -3.71
H -2.49 0.14 6.21
H -3.14 2.09 2.49
H -3.30 2.03 5.01
```

Calculated values
total charge = +1
energy above the lowest of the compared OMol25 structures with the same formula, charge and spin = 0.0 kJ/mol
maximum force = 0.05236 Eh/bohr
spin multiplicity = 2
frontier orbital gap (spin up / spin down) = 8.0 / 7.1 eV
HOMO level (spin up / spin down) = -10.1 / -9.8 eV
<S²> = 0.76


[4]
A molecular structure, C45H48N3OSSi. Source: the OMol25 dataset; level of theory: ωB97M-V/def2-TZVPD.

```
99
Properties=species:S:1:pos:R:3
S -7.08 1.35 1.09
Si 4.40 0.33 3.40
O 3.10 -0.32 2.57
N -6.30 1.90 -1.29
N -0.27 -1.00 1.27
N -4.48 1.64 0.25
C 0.94 -3.84 5.39
C 1.43 -1.68 3.70
C 4.68 2.01 2.68
C -0.06 -2.92 5.14
C 0.61 -3.21 1.12
C 5.86 -0.80 3.16
C -4.20 2.83 -1.91
C -0.51 4.37 -0.11
C 0.02 3.28 4.11
C -5.41 2.09 -2.44
C 4.00 0.51 5.20
C 1.08 0.84 3.26
C -0.69 -2.38 1.22
C -8.54 2.11 -2.48
C 1.70 -0.48 2.74
C -2.40 5.52 0.85
C 2.49 -2.54 4.06
C -10.49 1.83 -1.05
C -8.29 1.67 -0.11
C 0.15 -1.91 4.21
C 0.11 2.21 5.00
C -1.17 0.01 1.24
C -7.73 1.90 -1.37
C 1.72 -2.19 0.83
C -5.78 1.62 -0.06
C -6.76 -0.40 4.10
C -1.32 3.29 -0.44
C -5.14 1.27 3.44
C -2.52 -0.18 1.19
C -4.63 0.37 2.48
C -3.21 4.40 0.60
C -3.55 2.23 -0.68
C -3.49 0.82 1.61
C -6.22 0.88 4.22
C -6.23 -1.29 3.16
C 0.61 0.98 4.56
C 0.57 3.16 2.83
C -5.17 -0.89 2.33
C -2.67 3.31 -0.09
C -1.05 5.51 0.49
C 2.24 -3.62 4.91
C 1.12 1.95 2.41
C 1.19 -0.82 1.33
C -9.94 2.07 -2.31
C -9.66 1.66 0.07
H 3.07 -4.27 5.17
H -5.93 2.68 -3.20
H 5.75 -1.76 3.66
H -10.61 2.22 -3.15
H 5.53 2.47 3.20
H -5.12 1.12 -2.87
H 6.06 -0.99 2.09
H 3.61 -0.42 5.66
H 3.80 2.65 2.81
H -0.19 2.33 6.04
H -1.33 -2.56 0.35
H 1.48 -0.03 0.63
H 3.51 -2.35 3.71
H -0.92 2.42 -0.98
H -0.68 -1.25 3.91
H -4.81 -1.56 1.55
H 0.63 0.13 5.25
H 4.92 1.94 1.61
H -2.91 -1.20 0.92
H -4.70 2.28 3.52
H -0.76 1.01 1.33
H -11.58 1.77 -0.92
H -2.84 6.38 1.32
H -10.08 1.52 1.07
H -2.92 1.38 -0.97
H 0.77 -3.73 2.07
H -8.12 2.29 -3.47
H -2.98 1.72 2.02
H 1.85 -2.10 -0.25
H -0.42 6.37 0.69
H -6.64 -2.29 3.05
H -6.64 1.61 4.91
H -3.46 2.93 -2.70
H 0.56 4.32 -0.33
H 0.52 -3.97 0.34
H 1.57 1.87 1.41
H 3.26 1.31 5.36
H -7.63 -0.67 4.68
H -0.45 4.22 4.42
H -1.28 -2.64 2.12
H 2.69 -2.43 1.27
H -1.02 -2.98 5.66
H 0.59 4.02 2.16
H 6.75 -0.30 3.58
H -4.26 4.38 0.90
H 0.74 -4.73 5.99
H 4.93 0.78 5.72
H -4.53 3.85 -1.71
```

Calculated values
total charge = +1
maximum force = 0.03651 Eh/bohr
frontier orbital gap = 8.3 eV
HOMO level = -10.5 eV